A structure of composition C24H29FeN2SbSe4Si in a non-equilibrium geometry, computed with wB97M-V/def2-TZVPD.

Output
**F_max**: 2.22 eV/A
**2S+1**: 6
**E_tot**: -338529.107 eV
**Charge**: -1

Positions of all 62 atoms, in Å:
1 Fe 0.20 -0.15 -0.07
2 C -1.02 -1.69 -0.71
3 Si -1.86 -0.74 -2.04
4 C -2.19 0.99 -1.33
5 N -0.94 1.64 -0.81
6 C -1.23 2.63 0.25
7 C -1.97 3.87 -0.25
8 C -1.35 4.41 -1.56
9 C 0.01 3.77 -1.81
10 C -0.15 2.26 -1.94
11 C -0.80 -0.54 -3.55
12 C -1.26 0.20 -4.65
13 C -0.45 0.41 -5.76
14 C 0.83 -0.13 -5.80
15 C 1.30 -0.89 -4.73
16 C 0.48 -1.10 -3.63
17 C -3.53 -1.47 -2.54
18 C -4.54 -1.61 -1.59
19 C -5.73 -2.25 -1.89
20 C -5.93 -2.79 -3.15
21 C -4.95 -2.66 -4.12
22 C -3.75 -2.01 -3.81
23 H -0.55 -2.60 -1.08
24 H -1.72 -1.93 0.10
25 H -2.89 0.88 -0.49
26 H -2.70 1.63 -2.07
27 H -0.29 2.90 0.71
28 H -1.83 2.14 1.01
29 H -1.91 4.62 0.54
30 H -3.03 3.65 -0.39
31 H -1.26 5.50 -1.51
32 H -2.00 4.19 -2.40
33 H 0.71 4.01 -1.00
34 H 0.45 4.13 -2.73
35 H 0.83 1.79 -2.01
36 H -0.67 2.04 -2.87
37 H -2.25 0.64 -4.62
38 H -0.82 1.00 -6.59
39 H 1.47 0.06 -6.65
40 H 2.31 -1.29 -4.75
41 H 0.87 -1.68 -2.80
42 H -4.40 -1.21 -0.59
43 H -6.50 -2.36 -1.13
44 H -6.86 -3.30 -3.39
45 H -5.10 -3.07 -5.11
46 H -2.99 -1.92 -4.58
47 C 0.36 -0.23 4.87
48 C 1.43 -0.65 4.11
49 C 1.32 -0.62 2.73
50 N 0.22 -0.18 2.11
51 C -0.81 0.22 2.86
52 C -0.79 0.20 4.24
53 H 0.42 -0.23 5.96
54 H 2.35 -0.99 4.56
55 H 2.14 -0.93 2.09
56 H -1.69 0.55 2.32
57 H -1.66 0.53 4.79
58 Se 5.41 2.19 0.14
59 Sb 4.88 0.14 -1.05
60 Se 2.24 -0.02 -0.54
61 Se 4.89 0.26 -3.47
62 Se 5.63 -1.91 -0.01


A structure of composition C24H29GeN9O4SSbSe4Zr in a non-equilibrium geometry, computed with wB97M-V/def2-TZVPD.

Output
**F_max**: 4.23 eV/A
**2S+1**: 2
**E_tot**: -383521.981 eV
**Charge**: -2

Positions of all 74 atoms, in Å:
1 Zr 9.38 11.28 10.36
2 N 9.28 11.79 14.02
3 C 10.53 11.89 13.53
4 N 11.51 11.88 14.46
5 C 12.71 12.29 13.98
6 N 13.54 12.82 14.91
7 N 13.12 12.31 12.72
8 C 12.10 12.15 11.81
9 N 10.74 11.94 12.23
10 C 12.38 12.16 10.46
11 C 13.68 12.31 9.86
12 C 13.86 12.41 8.53
13 C 12.75 12.36 7.69
14 C 11.53 12.19 8.25
15 N 11.33 12.04 9.56
16 H 9.28 11.60 15.01
17 H 8.51 11.49 13.46
18 H 13.73 12.32 15.77
19 H 14.43 13.03 14.51
20 H 14.49 12.21 10.57
21 H 14.88 12.31 8.12
22 H 12.67 12.50 6.60
23 H 10.70 12.04 7.52
24 O 10.49 6.35 13.92
25 C 9.26 6.76 14.21
26 O 8.60 6.19 15.06
27 C 8.79 7.93 13.45
28 C 7.52 8.45 13.63
29 N 7.37 9.47 12.75
30 N 8.41 9.59 12.00
31 C 9.32 8.71 12.37
32 C 10.69 8.77 11.73
33 O 11.55 7.87 11.99
34 O 10.84 9.72 10.94
35 H 10.94 7.00 13.33
36 H 6.72 8.15 14.29
37 H 6.58 10.02 12.49
38 Se 5.51 10.80 6.76
39 Sb 7.82 11.23 7.07
40 Se 8.22 13.12 8.60
41 Se 8.66 9.40 8.71
42 Se 9.21 11.14 4.97
43 C 12.24 15.54 13.22
44 C 11.96 16.45 12.03
45 C 11.34 15.91 10.88
46 C 11.18 16.67 9.73
47 N 11.52 17.94 9.67
48 C 12.07 18.50 10.77
49 C 12.29 17.83 11.97
50 H 12.19 14.52 12.93
51 H 11.72 15.69 14.14
52 H 13.21 15.68 13.65
53 H 11.00 14.89 10.77
54 H 10.64 16.28 8.84
55 H 12.45 19.56 10.77
56 H 12.74 18.42 12.77
57 S 6.08 12.19 11.75
58 C 7.66 12.60 11.47
59 C 6.29 16.57 11.68
60 Ge 7.37 15.38 12.81
61 C 6.29 14.74 14.38
62 C 8.90 16.42 13.46
63 C 8.16 13.95 11.70
64 H 6.20 16.38 10.61
65 H 6.52 17.64 11.83
66 H 5.33 16.32 12.01
67 H 6.42 15.43 15.20
68 H 6.55 13.78 14.67
69 H 5.31 14.83 14.10
70 H 8.61 17.57 13.60
71 H 9.61 16.42 12.71
72 H 9.26 15.98 14.36
73 H 9.32 13.86 12.19
74 H 8.46 14.48 10.75


A structure of composition C24H29IrN9, computed with wB97M-V/def2-TZVPD.

Output
**F_max**: 0.39 eV/A
**E_tot**: -41585.828 eV
**Charge**: +3

Positions of all 63 atoms, in Å:
1 Ir 0.02 0.55 -0.69
2 C 1.25 3.00 -1.78
3 N 0.04 2.60 -1.00
4 C -1.26 3.06 -1.59
5 C -2.32 2.07 -1.20
6 N -2.00 0.84 -0.81
7 C -3.20 0.17 -0.56
8 C -3.46 -1.14 -0.15
9 C -4.79 -1.49 0.01
10 C -5.83 -0.59 -0.25
11 C -5.58 0.70 -0.67
12 C -4.25 1.05 -0.82
13 N -3.65 2.25 -1.22
14 C 2.32 1.98 -1.51
15 N 2.02 0.77 -1.03
16 C 3.23 0.10 -0.83
17 C 3.51 -1.16 -0.32
18 C 4.84 -1.53 -0.27
19 C 5.87 -0.68 -0.71
20 C 5.60 0.58 -1.21
21 C 4.26 0.95 -1.26
22 N 3.64 2.13 -1.67
23 H 1.58 4.01 -1.52
24 H 1.00 3.01 -2.84
25 H 0.12 3.00 -0.07
26 H -1.17 3.09 -2.67
27 H -1.50 4.07 -1.25
28 H -2.67 -1.86 0.01
29 H -5.04 -2.50 0.33
30 H -6.85 -0.91 -0.12
31 H -6.39 1.39 -0.88
32 H -4.13 3.09 -1.49
33 H 2.73 -1.82 0.02
34 H 5.11 -2.50 0.12
35 H 6.89 -1.01 -0.65
36 H 6.39 1.24 -1.55
37 H 4.11 2.94 -2.04
38 C -2.01 -0.02 4.24
39 C -1.01 0.49 3.26
40 C 0.11 1.28 3.43
41 C 0.69 1.45 2.18
42 N -0.06 0.80 1.27
43 N -1.09 0.22 1.95
44 C 1.93 2.22 1.88
45 H -1.72 0.27 5.25
46 H -2.07 -1.11 4.20
47 H -3.00 0.39 4.03
48 H 0.49 1.67 4.36
49 H -1.80 -0.30 1.46
50 H 2.53 2.29 2.78
51 H 1.71 3.25 1.58
52 H 2.54 1.74 1.11
53 C -0.62 -4.60 -1.77
54 N 0.22 -3.88 -0.79
55 C 1.12 -4.66 0.07
56 C 0.09 -2.61 -0.64
57 N -0.03 -1.46 -0.50
58 H 0.03 -5.25 -2.35
59 H -1.11 -3.89 -2.44
60 H -1.37 -5.20 -1.25
61 H 1.72 -5.31 -0.56
62 H 0.53 -5.26 0.77
63 H 1.77 -3.99 0.63


An isolated molecule of C24H29N3O4 in a non-equilibrium geometry, computed with wB97M-V/def2-TZVPD.

Output
**F_max**: 18.20 eV/A
**SMILES**: CCCOc1cccc([C@@H]2/C(=C(/O)c3ccncc3)C(=O)C(=O)N2CCCN(C)C)c1
**E_tot**: -37996.972 eV
**Charge**: 0

Positions of all 60 atoms, in Å:
1 C -3.86 -4.42 0.30
2 C -2.84 -3.52 -0.72
3 C -3.59 -2.30 -1.09
4 O -3.85 -1.61 -0.09
5 C -2.89 -0.88 0.71
6 C -3.25 -0.21 1.99
7 C -2.21 0.63 2.38
8 C -0.93 0.66 1.94
9 C -0.52 -0.09 0.86
10 C 0.86 -0.19 0.19
11 C 0.95 0.55 -1.20
12 C 0.20 1.58 -1.57
13 O 0.18 1.73 -3.08
14 C -0.55 2.61 -0.83
15 C -0.07 3.16 0.42
16 C -0.81 4.14 0.72
17 N -1.99 4.25 0.65
18 C -2.57 3.47 -0.42
19 C -1.83 2.95 -1.26
20 C 1.48 -0.73 -1.91
21 O 1.53 -0.58 -3.10
22 C 1.81 -1.73 -1.16
23 O 2.28 -2.79 -1.19
24 N 1.45 -1.24 0.24
25 C 1.71 -2.09 1.40
26 C 2.75 -1.66 2.25
27 C 4.01 -1.27 1.49
28 N 3.94 0.26 0.80
29 C 4.69 0.09 -0.64
30 C 4.31 1.12 1.75
31 C -1.59 -0.56 0.21
32 H -3.27 -5.36 0.51
33 H -4.81 -4.57 -0.27
34 H -4.00 -3.87 1.41
35 H -2.07 -3.49 -0.25
36 H -2.88 -4.15 -1.56
37 H -4.52 -2.51 -1.36
38 H -3.00 -1.65 -1.60
39 H -4.11 -0.19 2.26
40 H -2.25 1.21 3.30
41 H -0.09 1.22 2.52
42 H 1.51 0.67 0.88
43 H 0.61 1.08 -3.27
44 H 0.99 2.92 0.40
45 H -0.42 4.59 1.79
46 H -3.57 3.86 -0.57
47 H -2.39 2.30 -1.99
48 H 2.02 -3.02 0.91
49 H 0.62 -2.16 2.00
50 H 3.09 -2.38 3.09
51 H 2.53 -0.79 2.82
52 H 4.80 -1.11 2.09
53 H 4.37 -2.06 0.75
54 H 4.36 -0.73 -0.83
55 H 4.42 1.06 -0.98
56 H 5.63 0.16 -0.21
57 H 3.86 2.19 1.29
58 H 5.20 1.18 1.90
59 H 3.59 1.04 2.54
60 H -1.35 -1.19 -0.81